13
Properties=species:S:1:pos:R:3:forces:R:3 method="wB97M-V/def2-TZVPD" orbital_gap_ha="0.140 / 0.299" spin_multiplicity=7 energy_ev=-27630.5296 total_charge=+3 homo_ev="-23.03 / -23.03" fmax_ha_per_bohr=0.1207
Eu 1.8492 -0.5259 -1.6007 0.6 0.0 0.0
O -1.2463 -2.3396 -0.8650 1.4 -1.5 0.2
O 2.0568 0.9940 -0.1056 0.7 -0.7 -1.6
C -0.5741 -0.1681 -0.2855 1.4 0.7 -3.1
C -0.5764 -1.5324 -0.0932 -2.7 3.7 4.2
C -0.1989 0.9312 0.6796 0.1 -0.1 0.0
C 1.1693 1.5025 0.5747 -1.4 0.4 2.2
H -0.9660 -2.2715 -1.7874 -1.0 -0.2 -0.5
H -0.9043 1.7758 0.6112 -0.1 -0.1 0.1
H -0.2794 0.5780 1.7230 0.1 0.3 0.2
H -0.6630 -1.4321 1.0743 0.7 -3.0 -1.4
H 1.4380 2.3201 1.2625 0.1 0.2 -0.2
H -1.1049 0.1681 -1.1880 0.1 0.2 -0.2

=====

16
Properties=species:S:1:pos:R:3:forces:R:3 method="wB97M-V/def2-TZVPD" orbital_gap_ha="0.236 / 0.219" spin_multiplicity=9 energy_ev=-33800.2980 total_charge=+1 homo_ev="-10.57 / -10.94" fmax_ha_per_bohr=0.0622
Eu 1.8133 2.6082 -4.5749 0.0 -0.1 0.2
O 0.6158 2.0253 -2.2660 0.4 -1.7 -2.2
O -0.5365 -2.6651 1.0722 -0.4 -0.2 -0.5
O -2.1776 -3.4691 2.0764 -0.4 -0.2 -0.3
O -0.1244 2.3109 -0.1608 0.1 0.2 -1.4
O -0.6492 3.7835 -1.7264 -0.1 0.9 -0.2
C -0.0626 2.6930 -1.2927 -0.8 -0.1 3.1
C 0.6027 -1.9097 0.9115 0.7 0.4 0.9
C -1.0390 -2.8640 2.2832 0.4 0.4 0.5
C 0.9123 -0.8345 1.6382 -0.1 -0.5 -0.4
H 1.8646 -0.3406 1.4489 -0.3 -0.1 0.1
H 0.2576 1.0999 -2.3203 0.6 0.8 0.6
H 0.2639 -0.4730 2.4366 0.2 -0.1 -0.3
H -2.6056 -3.6374 2.9246 0.2 0.0 0.0
H 1.2714 -2.3594 0.1777 -0.3 0.2 0.1
H -0.4068 4.0322 -2.6281 -0.2 -0.1 0.0

=====

12
Properties=species:S:1:pos:R:3:forces:R:3 method="wB97M-V/def2-TZVPD" smiles=F[C@H]1CC[C@@H]1F orbital_gap_ha=0.442 energy_ev=-9678.7841 homo_ev=-10.84 fmax_ha_per_bohr=0.0701
F -2.0776 -1.1667 0.0991 0.9 0.7 0.1
F 1.2309 -1.7226 -0.1977 1.7 -2.8 -1.5
C 0.5152 -0.8135 0.4243 -1.3 1.5 -2.7
C -0.5842 0.9111 -0.0238 -1.2 1.0 0.8
C -0.8834 -0.5387 -0.2665 1.4 -1.4 -0.2
C 0.9099 0.6452 -0.0344 -0.8 -1.6 0.0
H 1.4746 1.0315 0.7666 0.8 1.3 0.4
H -0.8650 1.2466 0.9886 -0.3 -0.1 -0.5
H 1.3650 0.7377 -1.0433 -0.1 -0.4 0.9
H 0.6130 -1.0698 1.4344 -0.6 0.4 1.9
H -0.6955 -0.7746 -1.3608 -0.3 0.2 1.2
H -1.0029 1.5139 -0.7866 -0.3 1.2 -0.4

=====

14
Properties=species:S:1:pos:R:3:forces:R:3 method="wB97M-V/def2-TZVPD" smiles=c1c[nH]cn1.FCF orbital_gap_ha=0.352 energy_ev=-12660.0527 homo_ev=-8.89 fmax_ha_per_bohr=0.0231
F -1.7523 -0.8505 -2.6804 0.1 0.0 0.0
F 0.2098 -1.8398 -2.5064 -0.1 0.1 0.0
N 2.0297 3.5298 2.8688 -0.3 -0.8 0.2
N 0.4851 2.0303 3.4113 -0.1 -0.6 0.2
C -0.1915 3.1986 3.1633 0.0 0.4 -0.1
C 1.8135 2.2731 3.2233 0.1 0.5 -0.1
C -0.4274 -0.7235 -2.9366 0.5 0.9 -0.5
C 0.7852 4.1118 2.8296 -0.4 -0.1 0.1
H -0.0239 0.1679 -2.4188 -0.3 -0.6 0.1
H -1.2759 3.2725 3.2443 0.5 0.0 0.0
H 0.0679 1.1380 3.6874 0.4 0.7 -0.2
H 2.5742 1.5040 3.3573 -0.3 0.3 -0.1
H -0.2617 -0.5858 -4.0224 -0.3 -0.4 0.4
H 0.6547 5.1605 2.5627 0.1 -0.4 0.1

=====

16
Properties=species:S:1:pos:R:3:forces:R:3 method="wB97M-V/def2-TZVPD" orbital_gap_ha=0.279 energy_ev=-27326.2849 total_charge=-1 homo_ev=-3.91 fmax_ha_per_bohr=0.0961
S -1.7550 0.2520 1.0950 -0.6 -1.1 1.4
F 0.2718 -2.0916 -1.8794 0.2 -0.1 1.5
F 1.7510 -2.3024 -0.2604 0.8 0.5 -0.2
F -0.1380 -3.1527 0.0399 -0.6 0.7 -0.4
O -2.8252 0.0191 0.0843 1.1 0.3 -0.1
O -1.6739 1.6878 1.5038 0.3 0.1 -0.3
C 1.1866 0.5999 1.0668 -4.0 -2.9 0.4
C 0.4514 -2.0316 -0.4770 -0.9 1.6 -0.3
C -0.2536 1.0685 -1.0366 -1.1 -0.8 -1.2
C -0.0297 0.2529 0.2336 -0.3 -0.3 -2.5
H 2.0372 0.7840 0.5514 2.5 0.9 -1.7
H -1.2906 1.5391 -1.0443 1.1 -0.9 0.1
H 1.2693 -0.3028 1.6453 0.7 -0.1 0.9
H 0.7446 1.3653 1.6387 0.2 1.4 1.1
H 0.4248 1.8870 -1.1991 0.7 0.3 0.3
H -0.1704 0.4255 -1.9621 -0.2 0.5 1.0

=====

18
Properties=species:S:1:pos:R:3:forces:R:3 method="wB97M-V/def2-TZVPD" orbital_gap_ha=0.384 energy_ev=-49665.1671 homo_ev=-9.94 fmax_ha_per_bohr=0.0785
S -0.0066 1.4347 0.4893 -0.8 -1.6 0.9
S -2.9336 0.6770 0.7915 1.9 -0.5 -0.6
S 2.7246 1.5625 -0.0204 1.2 0.7 -0.1
F -3.6283 1.7296 -1.5642 0.0 -0.6 0.1
F -0.9226 -1.1547 0.6919 0.5 -1.3 1.0
F 4.5112 -0.0098 -1.0816 0.6 0.3 0.1
F 1.0923 -0.2966 -1.1210 0.8 0.2 0.4
O -0.3293 2.2402 -0.6772 0.2 0.9 -0.7
C -1.1989 0.0250 0.1882 -2.5 2.0 -2.5
C 4.2391 0.5492 0.1575 -1.0 -2.2 0.8
C 1.4247 0.3435 0.0644 0.3 -0.8 0.6
C -3.8838 0.6586 -0.7395 -1.8 1.0 2.1
H 1.6268 -0.4517 0.8761 -0.5 1.2 -1.1
H -4.9614 0.7853 -0.2749 1.9 -0.4 -1.3
H 5.2240 0.9306 0.6323 -2.1 -0.1 -0.8
H 3.7619 -0.3200 0.7444 1.5 1.1 -0.3
H -3.7344 -0.2970 -1.2080 -0.1 -0.2 -0.7
H -1.2327 -0.0390 -0.9897 0.0 0.3 2.3

=====

18
Properties=species:S:1:pos:R:3:forces:R:3 method="wB97M-V/def2-TZVPD" orbital_gap_ha="0.220 / 0.235" spin_multiplicity=3 energy_ev=-36707.8797 homo_ev="-5.35 / -9.10" fmax_ha_per_bohr=0.0856
I 0.3746 2.7352 -0.9761 1.6 1.0 -2.5
P -1.0007 1.9397 0.9916 -1.3 -1.2 2.8
F 3.2123 0.2847 -2.3809 0.7 0.8 -1.1
F -0.0388 1.7747 2.2646 0.1 0.1 0.1
F 3.2949 0.3730 0.2896 -0.5 -0.6 -0.6
F 1.7125 -1.3534 -2.4846 1.0 1.5 1.5
F 1.7524 -1.1647 0.4895 0.2 -0.3 -0.4
N -1.0842 0.3366 0.4916 -0.8 -0.7 0.9
C 2.5035 -0.4951 -0.3593 0.2 0.9 -0.8
C -2.1806 0.1300 -0.4315 -1.2 2.8 1.0
C 2.4403 -0.4787 -1.7038 -1.4 -2.3 1.4
C -0.9574 -0.9184 1.3332 2.6 3.2 -1.5
H -1.8531 -1.2776 1.6799 -2.1 -0.8 0.8
H -2.7018 1.0507 -0.7796 0.9 -0.1 0.1
H -2.9682 -0.3137 0.1139 -0.9 -1.1 0.4
H -0.2094 -0.7265 2.0612 0.2 0.2 1.2
H -1.8798 -0.3912 -1.2515 0.8 -1.7 -2.3
H -0.4166 -1.5054 0.6523 0.0 -1.7 -0.8

=====

50
Properties=species:S:1:pos:R:3:forces:R:3 method="wB97M-V/def2-TZVPD" orbital_gap_ha=0.307 energy_ev=-173852.6912 total_charge=-3 homo_ev=-3.47 fmax_ha_per_bohr=0.1575
K -12.3367 -6.3262 -4.2068 0.1 -0.2 -0.1
S -13.0283 -1.4225 -2.5448 2.4 1.0 3.5
S -11.1590 -11.5461 -3.6979 4.3 3.1 2.1
S -11.8044 -6.7544 3.6849 -1.0 0.5 2.2
S -10.7918 -5.7142 -9.0936 -5.1 2.2 -5.6
S -10.8282 -7.3345 1.5982 2.3 -1.4 -6.6
S -13.6360 -1.2580 -4.8832 -1.7 1.5 -7.8
S -12.2522 -11.8305 -5.8941 0.9 -2.4 -1.7
S -8.9169 -6.8168 -8.1382 1.7 -2.8 3.7
F -13.3846 -12.8898 -6.3403 0.3 0.5 0.0
F -8.0393 -6.5204 -6.7830 -0.5 0.9 -1.0
F -11.1185 -12.0800 -2.2255 -0.5 -0.4 0.6
F -11.7538 -1.9624 -1.7390 0.2 -1.0 -0.9
F -11.7991 -5.5065 4.6244 0.8 1.0 0.7
F -12.4218 -5.6382 -8.7893 1.1 -0.4 0.2
F -9.2459 -7.6436 1.2003 -1.0 0.0 0.4
F -14.0349 -2.3772 -5.9529 0.6 -0.6 -0.9
O -11.6097 -7.8515 4.6155 0.1 1.0 -1.2
O -11.6908 -10.2033 -3.6067 0.2 -0.4 0.3
O -13.1104 -6.5632 3.0887 1.1 -0.8 -0.3
O -16.0863 -5.8428 -1.5782 -0.6 -1.5 -3.3
O -11.3803 -8.6626 1.7974 0.5 1.6 0.8
O -10.5278 -4.3302 -9.3922 0.0 -0.6 -1.3
O -11.2717 -6.6395 0.3980 0.1 -0.6 1.3
O -8.1619 -6.2607 -9.2292 -0.4 -0.3 0.9
O -10.7768 -6.7640 -10.1591 0.4 2.3 2.7
O -17.9232 -4.6447 -2.0485 0.8 -0.3 1.1
O -12.6306 -0.0095 -2.5430 -1.3 -1.7 -1.5
O -11.0907 -12.1802 -6.7624 -3.0 1.1 2.3
O -9.0311 -8.2512 -7.9221 -0.3 1.9 -1.4
O -15.0009 -0.9000 -4.5774 1.0 1.1 1.6
O -12.8532 -0.3136 -5.7542 -1.4 -2.2 3.3
O -12.8966 -10.5435 -6.0230 0.7 -1.5 0.2
O -9.7426 -11.6086 -4.0573 -1.8 -0.3 0.0
O -14.0492 -1.7856 -1.6012 -0.5 -0.3 -1.4
O -17.0327 -5.8497 -3.7890 1.2 1.2 4.7
N -10.2729 -5.9591 -7.7062 3.2 -3.2 1.8
N -12.1261 -12.5525 -4.3088 -1.2 0.5 -3.9
N -10.4818 -6.3482 2.7446 -2.9 -1.1 2.8
N -12.9289 -2.3167 -3.9836 0.6 2.2 4.2
C -17.6804 -4.5004 -0.5974 -1.5 -1.2 0.8
C -16.5301 -5.4023 -0.3308 2.2 2.1 0.0
C -16.9560 -5.4884 -2.5976 -1.6 -0.5 -1.5
C -18.8244 -5.0738 0.2884 -0.9 0.4 -1.2
H -16.7079 -6.1603 0.4320 0.3 -0.3 -0.5
H -18.9559 -6.1323 0.0639 -0.3 0.0 -0.6
H -19.7323 -4.5060 0.0850 -0.3 -0.3 0.1
H -15.7466 -4.6823 -0.0942 0.5 -0.7 1.2
H -18.7225 -5.1425 1.3715 0.8 0.8 0.0
H -17.4162 -3.4949 -0.2701 -0.4 0.2 -0.8

=====

Repeat the sixth record exactly.
18
Properties=species:S:1:pos:R:3:forces:R:3 method="wB97M-V/def2-TZVPD" orbital_gap_ha=0.384 energy_ev=-49665.1671 homo_ev=-9.94 fmax_ha_per_bohr=0.0785
S -0.0066 1.4347 0.4893 -0.8 -1.6 0.9
S -2.9336 0.6770 0.7915 1.9 -0.5 -0.6
S 2.7246 1.5625 -0.0204 1.2 0.7 -0.1
F -3.6283 1.7296 -1.5642 0.0 -0.6 0.1
F -0.9226 -1.1547 0.6919 0.5 -1.3 1.0
F 4.5112 -0.0098 -1.0816 0.6 0.3 0.1
F 1.0923 -0.2966 -1.1210 0.8 0.2 0.4
O -0.3293 2.2402 -0.6772 0.2 0.9 -0.7
C -1.1989 0.0250 0.1882 -2.5 2.0 -2.5
C 4.2391 0.5492 0.1575 -1.0 -2.2 0.8
C 1.4247 0.3435 0.0644 0.3 -0.8 0.6
C -3.8838 0.6586 -0.7395 -1.8 1.0 2.1
H 1.6268 -0.4517 0.8761 -0.5 1.2 -1.1
H -4.9614 0.7853 -0.2749 1.9 -0.4 -1.3
H 5.2240 0.9306 0.6323 -2.1 -0.1 -0.8
H 3.7619 -0.3200 0.7444 1.5 1.1 -0.3
H -3.7344 -0.2970 -1.2080 -0.1 -0.2 -0.7
H -1.2327 -0.0390 -0.9897 0.0 0.3 2.3